18
Properties=species:S:1:pos:R:3 method="wB97M-V/def2-TZVPD" fmax_ev_per_a=4.74 relative_energy_ev=5.240 molar_mass_g_mol=275.02 s_squared=20.049 charge=+2 lumo_energy_ha="-0.324 / -0.292" e_homo_ev="-11.67 / -15.27" orbital_gap_ev="2.9 / 7.3" multiplicity=9
C 1.03 2.77 -0.12
C 2.07 3.60 -0.22
H 0.19 2.86 -0.82
H 0.04 2.51 0.92
H 3.08 3.44 0.15
Li 2.72 -0.03 0.60
O -0.81 -0.60 0.00
Eu -3.42 0.65 1.82
O -0.99 1.24 1.11
C -0.21 0.40 0.57
O 0.96 0.77 0.20
C -0.33 -1.96 0.05
C -0.99 -2.69 -1.09
H 0.76 -1.94 -0.09
H -0.65 -2.40 1.01
H -0.62 -2.31 -2.05
H -0.76 -3.76 -1.00
H -2.08 -2.56 -1.05